*one*
{
  "formula": "C20H22N2O3",
  "method": "ωB97M-V/def2-TZVPD",
  "homo_ev": -8.3734,
  "smiles": "CC(=O)c1ccc(OCC(=O)Nc2ccccc2N2CCCC2)cc1",
  "spin_multiplicity": 1,
  "charge": 0,
  "species": ["C", "C", "O", "C", "C", "C", "C", "O", "C", "C", "O", "N", "C", "C", "C", "C", "C", "C", "N", "C", "C", "C", "C", "C", "C", "H", "H", "H", "H", "H", "H", "H", "H", "H", "H", "H", "H", "H", "H", "H", "H", "H", "H", "H", "H", "H", "H"],
  "positions_angstrom": [[-5.445, 2.198, -2.035], [-5.795, 1.087, -1.071], [-6.935, 0.691, -0.956], [-4.688, 0.507, -0.279], [-4.972, -0.589, 0.543], [-3.991, -1.177, 1.303], [-2.683, -0.686, 1.270], [-1.800, -1.317, 2.085], [-0.447, -0.955, 2.043], [0.208, -1.277, 0.684], [-0.378, -1.859, -0.197], [1.483, -0.820, 0.627], [2.428, -0.973, -0.398], [2.255, -1.839, -1.466], [3.260, -1.981, -2.408], [4.438, -1.267, -2.281], [4.609, -0.388, -1.224], [3.610, -0.219, -0.276], [3.693, 0.654, 0.838], [5.016, 1.058, 1.292], [5.334, 2.423, 0.639], [3.996, 2.870, 0.030], [2.976, 1.914, 0.666], [-2.391, 0.409, 0.461], [-3.382, 0.991, -0.306], [-4.687, 1.860, -2.739], [-5.060, 3.057, -1.491], [-6.339, 2.492, -2.580], [-5.984, -0.963, 0.561], [-4.202, -2.026, 1.934], [-0.307, 0.108, 2.289], [0.035, -1.562, 2.816], [1.869, -0.330, 1.426], [1.339, -2.398, -1.550], [3.122, -2.657, -3.237], [5.225, -1.381, -3.011], [5.525, 0.177, -1.152], [5.753, 0.288, 1.074], [4.957, 1.173, 2.379], [5.688, 3.131, 1.386], [6.104, 2.331, -0.126], [4.000, 2.728, -1.051], [3.766, 3.912, 0.241], [2.684, 2.280, 1.657], [2.084, 1.782, 0.054], [-1.390, 0.809, 0.405], [-3.121, 1.834, -0.925]],
  "lowdin_charge": [-0.0203, -0.4122, 0.0760, -0.1668, -0.0027, 0.0169, -0.2555, -0.0174, -0.1043, -0.4444, 0.1070, 0.1398, -0.1541, -0.0043, -0.0819, -0.0886, -0.0221, -0.1827, -0.1296, -0.1673, -0.1597, -0.1575, -0.1703, -0.0062, -0.0166, 0.0858, 0.0847, 0.0822, 0.1195, 0.1211, 0.1343, 0.1434, 0.1345, 0.1032, 0.1034, 0.1012, 0.1055, 0.1165, 0.1168, 0.1020, 0.0975, 0.1076, 0.1052, 0.1218, 0.1215, 0.1088, 0.1083]
}

---

*two*
{
  "formula": "C20H22N2O3",
  "method": "ωB97M-V/def2-TZVPD",
  "homo_ev": -8.2785,
  "smiles": "Cc1ccc(C(=O)c2cc([N+](=O)[O-])ccc2N2CCCCC2)c(C)c1",
  "spin_multiplicity": 1,
  "charge": 0,
  "species": ["C", "C", "C", "C", "C", "C", "O", "C", "C", "C", "N", "O", "O", "C", "C", "C", "N", "C", "C", "C", "C", "C", "C", "C", "C", "H", "H", "H", "H", "H", "H", "H", "H", "H", "H", "H", "H", "H", "H", "H", "H", "H", "H", "H", "H", "H", "H"],
  "positions_angstrom": [[-3.709, -2.336, 2.226], [-2.531, -2.072, 1.342], [-1.306, -1.697, 1.883], [-0.223, -1.466, 1.063], [-0.323, -1.603, -0.323], [0.867, -1.349, -1.171], [1.034, -1.858, -2.261], [1.926, -0.494, -0.548], [3.190, -1.051, -0.519], [4.220, -0.444, 0.191], [5.513, -1.037, 0.230], [6.372, -0.483, 0.894], [5.691, -2.064, -0.398], [3.971, 0.736, 0.892], [2.733, 1.322, 0.833], [1.682, 0.758, 0.077], [0.494, 1.403, -0.047], [0.155, 2.504, 0.835], [-1.341, 2.788, 0.754], [-1.715, 3.288, -0.644], [-0.811, 2.633, -1.693], [-0.359, 1.256, -1.209], [-1.546, -2.012, -0.881], [-1.720, -2.212, -2.352], [-2.625, -2.224, -0.034], [-3.678, -3.366, 2.581], [-4.643, -2.193, 1.688], [-3.695, -1.683, 3.097], [-1.203, -1.590, 2.953], [0.725, -1.195, 1.504], [3.372, -1.989, -1.024], [4.772, 1.185, 1.458], [2.579, 2.250, 1.356], [0.710, 3.415, 0.572], [0.417, 2.223, 1.859], [-1.882, 1.869, 0.988], [-1.607, 3.529, 1.507], [-1.609, 4.372, -0.696], [-2.760, 3.050, -0.845], [0.072, 3.248, -1.874], [-1.338, 2.526, -2.641], [0.202, 0.752, -1.997], [-1.244, 0.652, -0.974], [-1.175, -3.100, -2.669], [-1.313, -1.376, -2.917], [-2.771, -2.337, -2.601], [-3.571, -2.526, -0.463]],
  "lowdin_charge": [-0.0469, -0.2665, -0.0331, -0.0074, -0.1261, -0.3367, 0.1072, -0.0904, 0.0783, -0.1580, -0.3700, 0.0653, 0.0748, 0.0148, 0.0041, -0.1777, -0.0623, -0.1651, -0.1704, -0.1893, -0.1574, -0.1439, -0.2041, -0.0348, -0.0010, 0.0882, 0.0773, 0.0785, 0.1127, 0.1215, 0.1355, 0.1210, 0.1012, 0.1312, 0.1270, 0.1127, 0.1137, 0.1082, 0.1089, 0.1177, 0.1141, 0.1332, 0.1247, 0.0925, 0.0803, 0.0787, 0.1175]
}

---

*three*
{
  "formula": "C20H22N2O3",
  "method": "ωB97M-V/def2-TZVPD",
  "homo_ev": -7.7526,
  "smiles": "CCOc1ccc(NC(=O)CN2C[C@@H](c3ccccc3)CC2=O)cc1",
  "spin_multiplicity": 1,
  "charge": 0,
  "species": ["C", "C", "O", "C", "C", "C", "C", "N", "C", "O", "C", "N", "C", "C", "C", "C", "C", "C", "C", "C", "C", "C", "O", "C", "C", "H", "H", "H", "H", "H", "H", "H", "H", "H", "H", "H", "H", "H", "H", "H", "H", "H", "H", "H", "H", "H", "H"],
  "positions_angstrom": [[5.721, -3.567, 3.114], [5.732, -2.317, 3.990], [5.460, -1.138, 3.262], [4.181, -0.855, 2.883], [3.046, -1.576, 3.235], [1.794, -1.173, 2.803], [1.652, -0.043, 2.009], [0.415, 0.421, 1.543], [-0.802, -0.147, 1.672], [-1.063, -1.181, 2.251], [-1.887, 0.683, 0.959], [-1.723, 0.657, -0.475], [-2.390, -0.317, -1.304], [-2.147, 0.182, -2.744], [-3.342, 0.937, -3.268], [-4.039, 0.472, -4.374], [-5.142, 1.157, -4.854], [-5.564, 2.317, -4.229], [-4.876, 2.789, -3.124], [-3.773, 2.105, -2.646], [-0.913, 1.087, -2.605], [-0.838, 1.427, -1.132], [-0.097, 2.238, -0.603], [2.789, 0.683, 1.655], [4.033, 0.283, 2.085], [5.988, -4.436, 3.710], [6.442, -3.457, 2.307], [4.739, -3.726, 2.676], [6.736, -2.159, 4.395], [5.036, -2.425, 4.831], [3.111, -2.457, 3.853], [0.922, -1.741, 3.084], [0.465, 1.272, 0.983], [-2.867, 0.275, 1.212], [-1.821, 1.722, 1.295], [-3.455, -0.358, -1.062], [-1.959, -1.313, -1.142], [-1.945, -0.660, -3.409], [-3.715, -0.434, -4.867], [-5.673, 0.783, -5.717], [-6.424, 2.853, -4.602], [-5.199, 3.694, -2.632], [-3.242, 2.483, -1.786], [-0.979, 1.992, -3.209], [0.007, 0.567, -2.879], [2.687, 1.563, 1.037], [4.918, 0.839, 1.818]],
  "lowdin_charge": [-0.0655, -0.2527, -0.0573, -0.2742, -0.0168, -0.0034, -0.2196, 0.1381, -0.4428, 0.0670, -0.0335, -0.0463, -0.0817, -0.2221, -0.2069, -0.0361, -0.0825, -0.0916, -0.0745, -0.0327, -0.0222, -0.4605, 0.0485, -0.0136, -0.0020, 0.0757, 0.0784, 0.0665, 0.1218, 0.1150, 0.1051, 0.1006, 0.1064, 0.1338, 0.1380, 0.1353, 0.1357, 0.1384, 0.1101, 0.1025, 0.1011, 0.1042, 0.1168, 0.1334, 0.1327, 0.1158, 0.1178]
}

---

Least stable structure: *two*

---

*one*
{
  "formula": "C2H3ClSi",
  "method": "ωB97M-V/def2-TZVPD",
  "homo_ev": [-5.2473, -10.2004],
  "spin_multiplicity": 3,
  "charge": 0,
  "species": ["C", "C", "Si", "Cl", "H", "H", "H"],
  "positions_angstrom": [[0.023, 1.006, -0.136], [0.943, 0.056, 0.050], [-0.802, -0.686, 0.012], [2.651, -0.121, 0.030], [0.197, 2.432, 0.094], [-1.304, -1.646, 1.165], [-1.708, -1.040, -1.215]],
  "mulliken_spin": [0.3610, 0.4891, 0.5628, 0.1259, 0.4218, 0.0325, 0.0071]
}

---

*two*
{
  "formula": "C2H3ClSi",
  "method": "ωB97M-V/def2-TZVPD",
  "homo_ev": [-5.4996, -10.6328],
  "spin_multiplicity": 3,
  "charge": 0,
  "species": ["C", "C", "Si", "Cl", "H", "H", "H"],
  "positions_angstrom": [[0.780, 0.951, -0.033], [1.670, -0.018, -0.020], [-0.072, -0.709, -0.024], [3.389, -0.138, 0.008], [0.929, 2.514, 0.213], [-0.919, -0.887, 1.264], [-0.488, -1.710, -1.209]],
  "mulliken_spin": [0.5223, 0.2256, 0.4389, 0.0875, 0.6715, 0.0221, 0.0321]
}

---

Least stable structure: *two*

---

*one*
{
  "formula": "C13H23N3OS2",
  "method": "ωB97M-V/def2-TZVPD",
  "homo_ev": -8.5392,
  "spin_multiplicity": 1,
  "charge": 0,
  "species": ["C", "C", "C", "C", "C", "C", "H", "H", "S", "C", "N", "S", "C", "N", "N", "C", "O", "C", "H", "H", "C", "C", "H", "H", "H", "C", "H", "H", "H", "H", "H", "H", "H", "H", "H", "H", "H", "H", "H", "H", "H", "H"],
  "positions_angstrom": [[-6.915, -1.277, 0.058], [-5.644, -0.628, 0.593], [-5.336, 0.680, -0.132], [-4.170, 1.459, 0.479], [-2.830, 0.721, 0.486], [-2.340, 0.402, -0.917], [-2.245, 1.305, -1.518], [-2.988, -0.315, -1.419], [-0.702, -0.403, -0.897], [0.311, 0.958, -0.574], [-0.151, 2.173, -0.453], [1.087, 3.211, -0.167], [2.242, 1.871, -0.226], [1.645, 0.748, -0.452], [3.566, 2.085, -0.047], [4.628, 1.176, -0.051], [5.737, 1.615, 0.115], [4.261, -0.257, -0.278], [3.478, -0.539, 0.429], [3.813, -0.329, -1.273], [5.461, -1.202, -0.159], [5.098, -2.570, -0.730], [4.826, -2.493, -1.780], [4.257, -2.995, -0.187], [5.941, -3.251, -0.645], [5.900, -1.326, 1.297], [5.093, -1.731, 1.906], [6.183, -0.354, 1.691], [6.757, -1.990, 1.379], [6.289, -0.779, -0.736], [3.850, 3.046, 0.107], [-2.091, 1.361, 0.972], [-2.909, -0.201, 1.063], [-4.421, 1.712, 1.512], [-4.048, 2.396, -0.070], [-6.223, 1.317, -0.093], [-5.135, 0.473, -1.185], [-5.760, -0.429, 1.661], [-4.813, -1.326, 0.471], [-6.818, -1.488, -1.005], [-7.115, -2.212, 0.576], [-7.769, -0.618, 0.198]],
  "lowdin_charge": [-0.1170, -0.2742, -0.2326, -0.2134, -0.2818, -0.4759, 0.0779, 0.0690, 0.9748, -0.8255, -0.3337, 1.0170, -0.5912, 0.0526, 0.1074, -0.4313, 0.1013, -0.1085, 0.1251, 0.1294, -0.4262, -0.0788, 0.0756, 0.0814, 0.0759, -0.0710, 0.0822, 0.0717, 0.0777, 0.1369, 0.1491, 0.0929, 0.1008, 0.1111, 0.1123, 0.1117, 0.1055, 0.1122, 0.1010, 0.0714, 0.0670, 0.0703]
}

---

*two*
{
  "formula": "C13H23N3OS2",
  "method": "ωB97M-V/def2-TZVPD",
  "homo_ev": -8.4944,
  "spin_multiplicity": 1,
  "charge": 0,
  "species": ["C", "C", "C", "C", "C", "C", "H", "H", "S", "C", "N", "S", "C", "N", "N", "C", "O", "C", "H", "H", "C", "C", "H", "H", "H", "C", "H", "H", "H", "H", "H", "H", "H", "H", "H", "H", "H", "H", "H", "H", "H", "H"],
  "positions_angstrom": [[7.795, 0.079, -0.571], [7.091, 1.228, -0.082], [6.375, 0.972, 1.202], [4.786, 0.530, 1.030], [4.487, -0.870, 0.078], [2.925, -1.110, 0.219], [2.439, -1.188, 1.325], [2.778, -1.949, -0.462], [2.015, 0.284, -0.870], [0.494, -0.320, -0.467], [0.133, -1.116, 0.300], [-1.543, -1.436, 0.284], [-1.658, -0.319, -0.737], [-0.555, 0.516, -0.958], [-2.945, 0.266, -1.085], [-4.091, -0.426, -0.344], [-3.822, -1.535, 0.283], [-5.395, 0.125, -0.769], [-5.185, 0.776, -1.886], [-6.098, -0.600, -0.798], [-5.919, 1.181, 0.112], [-5.042, 2.468, 0.512], [-5.367, 3.224, 1.082], [-4.805, 2.906, -0.428], [-3.975, 2.230, 0.539], [-6.018, 0.520, 1.535], [-6.812, -0.494, 1.442], [-6.446, 1.372, 2.240], [-5.255, 0.041, 2.038], [-6.800, 1.521, -0.094], [-3.007, 1.218, -1.584], [4.803, -0.581, -0.911], [5.012, -1.503, 0.698], [4.211, 1.283, 0.559], [4.254, 0.365, 2.050], [6.334, 1.926, 1.958], [6.742, 0.038, 1.527], [7.621, 2.089, 0.369], [6.188, 1.621, -0.798], [6.996, -0.652, -0.766], [8.304, 0.302, -1.425], [8.380, -0.155, 0.282]],
  "lowdin_charge": [-0.1108, -0.3537, -0.2295, -0.1708, -0.2176, -0.3548, 0.1332, 0.0498, 0.9421, -1.0044, -0.2328, 1.1870, -0.6954, 0.0525, 0.0858, -0.3179, -0.1127, -0.1197, 0.2107, 0.0842, -0.3727, -0.0388, 0.0350, 0.0512, 0.0787, -0.0852, 0.1515, 0.1120, 0.0225, 0.0669, 0.1701, 0.0772, 0.0602, 0.0269, 0.1155, 0.1549, 0.0663, 0.1066, 0.1608, 0.0829, 0.0503, 0.0819]
}

---

Least stable structure: *two*